Record 1
Below is an isolated molecule of C14H23NO2, with properties calculated with wB97M-V/def2-TZVPD.

Each line ends with the Mulliken charge.
Positions of all 40 atoms, in Å:
C 1.78276 4.85450 -0.54575  -1.295
C 2.30320 3.49983 -0.91364  0.745
C 3.30411 3.33259 -1.85217  -0.518
C 3.77908 2.07231 -2.18070  -0.647
C 3.24444 0.96331 -1.55700  -0.807
C 2.23921 1.10460 -0.61333  -0.572
C 1.76102 2.36619 -0.28504  0.867
O 0.79065 2.62768 0.63930  -0.394
C 0.10736 1.56119 1.26140  -0.738
C -0.95258 0.93842 0.34938  -0.323
C -1.75359 -0.16385 1.04278  -0.876
C -0.97036 -1.44618 1.33501  -0.268
C -0.52523 -2.21511 0.07949  -0.826
N -1.56844 -2.72922 -0.78403  -0.333
C -2.21183 -3.97182 -0.43195  -0.618
C -3.21907 -3.96899 0.73860  -0.546
O -2.62690 -4.04546 2.01535  -0.500
H 1.94386 5.04109 0.51501  0.294
H 2.27721 5.63051 -1.12397  0.389
H 0.70944 4.90381 -0.72273  0.277
H 3.72015 4.20497 -2.33575  0.339
H 4.56027 1.96179 -2.91743  0.372
H 3.60395 -0.02582 -1.80013  0.393
H 1.84460 0.21876 -0.14061  0.335
H -0.37859 2.01606 2.13033  0.339
H 0.81595 0.80754 1.62286  0.346
H -1.63388 1.73536 0.04147  0.277
H -0.47727 0.55280 -0.55372  0.312
H -2.61770 -0.40566 0.41843  0.341
H -2.14143 0.22601 1.98725  0.378
H -0.08085 -1.20879 1.92095  0.392
H -1.59507 -2.09929 1.94496  0.293
H 0.09327 -3.06319 0.38673  0.338
H 0.09769 -1.56575 -0.54505  0.297
H -2.25619 -2.01100 -0.97838  0.268
H -1.42529 -4.70456 -0.22023  0.353
H -2.75011 -4.30750 -1.32491  0.378
H -3.91702 -4.80799 0.60275  0.350
H -3.79536 -3.04039 0.73764  0.269
H -2.08146 -4.83875 2.05685  0.318

**SMILES**: Cc1ccccc1OCCCCCNCCO
**DFT total energy**: -20475.71404 eV
**Energy relative to the best compared isomer or geometry (same formula, charge and spin)**: 7.3 kcal/mol
**Largest force on an atom**: 0.56 eV Å⁻¹


Record 2
Below is a structure of composition C14H23NS4Sc, with properties calculated with wB97M-V/def2-TZVPD.

Each line ends with the Mulliken charge.
Positions of all 43 atoms, in Å:
Sc 0.55838 -0.68752 -0.19928  0.145
S -1.37709 0.81195 -0.86851  0.160
S 2.77773 0.20309 0.86474  0.004
C -2.72482 -0.21760 -1.53937  -0.843
C -0.64570 1.55001 -2.39180  -0.794
C 0.62830 0.85342 -2.85348  -0.610
N 1.49298 0.67795 -1.66723  -0.066
C 2.90021 0.30305 -1.92554  -0.524
C 3.69850 0.59708 -0.66913  -0.752
H -0.43486 2.59590 -2.12508  0.383
H -1.41664 1.54786 -3.16436  0.464
H 1.16702 1.46301 -3.59485  0.466
H 0.42780 -0.12565 -3.31356  0.299
H 3.27401 0.89196 -2.77202  0.428
H 2.94440 -0.75431 -2.21649  0.318
H 3.88804 1.67615 -0.58547  0.384
H 4.65412 0.07536 -0.64012  0.497
C 3.44336 -1.44120 1.34062  -0.894
H 1.50833 1.58287 -1.17486  0.238
H 3.43128 -2.16684 0.52006  0.321
H 2.84193 -1.82326 2.17149  0.376
H 4.46720 -1.25824 1.67587  0.370
H -3.48172 -0.32078 -0.75096  0.317
H -2.37994 -1.21862 -1.83894  0.257
H -3.13249 0.32538 -2.39901  0.389
C -0.01174 3.53867 2.40421  -0.438
C 0.51277 4.08442 1.29644  -0.513
H 0.60988 3.22034 3.25432  0.224
H -1.07864 3.28947 2.46846  0.218
H 1.57785 4.32647 1.22859  0.264
H -0.11167 4.38029 0.44476  0.256
S 0.07910 -0.82791 2.23091  -0.433
C -1.32258 -1.77390 1.92683  0.898
C -2.45328 -1.52800 2.74177  -0.698
C -3.68058 -2.10152 2.44935  -0.535
C -3.81999 -2.93010 1.32811  -0.561
C -2.71623 -3.24378 0.54777  -0.619
C -1.44719 -2.67212 0.80233  0.305
S -0.19045 -2.96532 -0.38869  -0.295
H -2.32627 -0.82066 3.56071  0.420
H -4.53430 -1.88481 3.08533  0.379
H -4.79490 -3.33378 1.05117  0.383
H -2.80208 -3.89880 -0.31507  0.410

**Net charge**: +1
**DFT total energy**: -80418.85483 eV
**Largest force on an atom**: 2.63 eV Å⁻¹


Record 3
Below is a structure of composition C14H24AsMnN2O7S, with properties calculated with wB97M-V/def2-TZVPD.

Each line ends with the Mulliken charge.
Positions of all 50 atoms, in Å:
Mn 0.83430 -0.23420 -0.05154  1.512
C 3.48396 1.34780 -0.29481  -1.108
N 2.69507 0.26727 -0.92308  0.605
C 2.43834 0.66058 -2.32823  -1.361
C 3.51390 -0.96578 -0.87825  -0.959
C 2.67556 -2.16489 -1.24074  -1.158
N 1.44018 -2.23404 -0.41894  0.831
C 1.75995 -2.71340 0.94438  -1.054
C 0.57125 -3.23940 -1.07766  -1.294
H 4.46897 1.40376 -0.76628  0.370
H 3.60497 1.15049 0.76911  0.384
H 2.97488 2.29820 -0.41838  0.293
H 3.38408 0.82744 -2.85373  0.384
H 1.85120 1.57483 -2.33308  0.330
H 1.86586 -0.10428 -2.84634  0.337
H 3.90802 -1.06184 0.13466  0.437
H 4.37288 -0.87843 -1.55136  0.395
H 3.25786 -3.08468 -1.12519  0.464
H 2.37096 -2.11179 -2.28580  0.461
H 2.29647 -3.66555 0.90202  0.360
H 0.83777 -2.84709 1.50726  0.310
H 2.38429 -1.98860 1.47342  0.322
H 1.15799 -4.13998 -1.28294  0.362
H 0.19028 -2.83019 -2.01062  0.360
H -0.26816 -3.48731 -0.44080  0.370
O -2.59754 2.09668 -2.03911  -0.652
As -1.78044 1.21069 -0.80974  1.385
O -0.44556 0.53689 -1.48531  -0.543
O -1.21009 2.56684 0.24757  -0.485
C -3.24250 0.62077 0.27046  -0.180
C -4.43953 1.30025 0.10371  -0.749
C -5.49047 1.03216 0.97550  -0.607
C -5.33582 0.11101 1.99751  -0.621
C -4.13125 -0.56971 2.15509  -0.483
C -3.08928 -0.31009 1.29189  0.247
S -1.57800 -1.23412 1.34859  1.331
O -1.39199 -1.60955 -0.04984  -0.601
O -1.71281 -2.28492 2.30758  -0.686
O -0.51652 -0.22895 1.65703  -0.653
H -2.03331 2.22279 -2.81474  0.364
H -4.56699 2.02417 -0.68824  0.528
H -6.42959 1.55147 0.84496  0.416
H -6.15663 -0.09360 2.67106  0.418
H -3.99968 -1.31513 2.92773  0.538
C 0.24433 3.83692 1.61588  -1.179
C 0.00201 2.61321 0.79428  0.763
O 0.84546 1.75234 0.62771  -0.525
H 1.02579 4.42764 1.13627  0.330
H 0.61451 3.52888 2.59241  0.321
H -0.65494 4.43440 1.71863  0.368

**Net charge**: +1
**DFT total energy**: -135208.75247 eV
**Spin multiplicity**: 2
**Energy relative to the best compared isomer or geometry (same formula, charge and spin)**: 0.0 kcal/mol
**Largest force on an atom**: 0.61 eV Å⁻¹
**⟨S²⟩**: 0.815


Record 4
Below is a structure of composition C14H24AuClN5O6, with properties calculated with wB97M-V/def2-TZVPD.

Each line ends with the Mulliken charge.
Positions of all 51 atoms, in Å:
O 2.07732 2.75480 -0.75577  -0.317
H 2.32681 3.67368 -0.56166  0.397
Au -0.53855 0.17165 -0.17379  1.039
N -1.15645 2.00177 0.80071  0.572
N 0.60059 0.33318 1.67185  0.607
N -1.16561 -0.56890 -2.13287  0.596
N 0.34734 -1.71065 -0.46482  0.282
O -2.14781 2.67041 0.45830  -0.575
O -1.81926 0.12901 -2.98110  -0.880
O 1.15556 -2.31077 0.41779  -0.581
O 1.33490 -0.57010 2.21287  -0.719
C 0.50885 1.48755 2.35412  0.517
C -0.37050 2.44165 1.82984  -0.133
C -0.71542 -1.78171 -2.52828  0.265
C 0.03539 -2.44015 -1.54349  0.411
C -0.45524 3.83867 2.32467  -1.397
H 0.28409 4.50188 1.83823  0.217
H -0.26211 3.85482 3.40444  0.431
H -1.44554 4.26442 2.13000  0.351
C 1.26227 1.52897 3.60457  -1.493
H 2.31970 1.35828 3.44053  0.299
H 0.91915 0.75563 4.28614  0.324
H 1.15561 2.48271 4.09612  0.479
C -1.04096 -2.36345 -3.85717  -1.588
C 0.46985 -3.85777 -1.62481  -1.685
H -1.19744 -1.59587 -4.62431  0.403
H -1.97176 -2.94823 -3.79057  0.305
H -0.24066 -3.03645 -4.20778  0.389
H 0.83731 -4.19104 -0.65602  0.429
H 1.26110 -3.99104 -2.36182  0.339
H -0.36726 -4.48420 -1.92674  0.386
H -1.24865 1.58563 -2.20405  0.372
H 1.28033 -1.60533 1.20619  0.448
C 3.21032 1.65568 -0.75051  -0.243
H 3.64123 1.70275 0.26290  0.296
H 3.79008 1.89890 -1.63055  0.314
H 2.66752 0.81362 -1.04379  0.074
O -0.36211 1.80887 -1.75688  -0.831
H 1.05319 2.52303 -0.77972  0.443
H 0.32060 1.38033 -2.31821  0.337
Cl -6.17946 -0.28812 -0.45165  -0.197
C -4.74237 -0.69611 0.39823  -0.160
C -4.75374 -1.54873 1.51570  -0.119
C -3.54579 -1.84934 2.15057  -0.869
C -2.37793 -1.30614 1.63850  -0.059
N -2.41565 -0.51480 0.57750  -0.100
C -3.53426 -0.17587 -0.05704  -0.138
H -5.70140 -1.96501 1.85325  0.438
H -3.46557 -2.49595 3.02136  0.411
H -1.40307 -1.48979 2.07104  0.397
H -3.47997 0.48103 -0.91185  0.515

**Net charge**: +1
**DFT total energy**: -50839.71792 eV
**Spin multiplicity**: 3
**Energy relative to the best compared isomer or geometry (same formula, charge and spin)**: 0.0 kcal/mol
**Largest force on an atom**: 3.82 eV Å⁻¹
**⟨S²⟩**: 2.096


Record 5
Below is a structure of composition C14H24BiBrN5O6, with properties calculated with wB97M-V/def2-TZVPD.

Each line ends with the Mulliken charge.
Positions of all 51 atoms, in Å:
O -0.14360 -1.45145 -3.90234  -0.708
H -0.88541 -1.89085 -4.41250  0.133
Bi -0.57753 0.13028 -0.84330  1.014
N 1.33149 -1.47359 -0.92871  0.576
N -0.97783 -2.02828 0.05364  0.689
N 0.23068 2.32559 -0.53472  0.601
N -1.76226 1.27559 0.82569  0.425
O 2.41443 -1.05908 -1.33350  -0.459
O 1.22994 2.94040 -1.28538  -0.523
O -2.70520 0.65242 1.63634  -0.446
O -2.08770 -2.12958 0.71260  -0.665
C -0.34759 -3.09473 -0.57991  0.265
C 0.90916 -2.78778 -1.14547  0.374
C -0.43626 3.13990 0.26848  0.099
C -1.54227 2.56979 1.01321  0.333
C 1.72299 -3.56399 -2.09388  -1.397
H 1.70390 -3.02868 -3.07249  0.291
H 1.35421 -4.58963 -2.22498  0.418
H 2.75805 -3.59673 -1.71262  0.342
C -1.05826 -4.37612 -0.75631  -1.417
H -2.02164 -4.18212 -1.26966  0.320
H -1.26350 -4.85372 0.21659  0.319
H -0.46017 -5.07359 -1.36342  0.381
C 0.06781 4.51266 0.41257  -1.532
C -2.35166 3.35769 1.96024  -1.442
H 0.75599 4.75768 -0.41244  0.442
H 0.63739 4.61954 1.35516  0.334
H -0.76017 5.23352 0.42461  0.416
H -2.93544 2.71042 2.63530  0.432
H -3.05558 3.98144 1.38649  0.348
H -1.70122 4.02477 2.54635  0.383
H 1.80630 2.21406 -1.55344  0.356
H -2.58826 -0.30264 1.41184  0.416
C -2.36697 0.33670 -2.25257  -1.227
H -1.84417 -0.07016 -3.12418  0.298
H -2.66937 1.34563 -2.53792  0.398
H -3.20352 -0.33023 -2.03641  0.410
O 1.55885 0.76361 -4.02586  -0.623
H 1.34057 -0.08298 -4.44582  0.304
H 0.68847 1.19189 -4.02204  0.300
Br 1.28814 -2.78760 4.87088  -0.169
C 1.48975 -1.22242 3.77258  -0.580
C 2.37044 -0.20136 4.15539  -0.033
C 2.50980 0.90518 3.31750  -0.876
C 1.77795 0.93701 2.12802  -0.200
N 0.93061 -0.03270 1.75106  0.165
C 0.77090 -1.08882 2.57326  -0.069
H 2.92699 -0.28445 5.07719  0.469
H 3.18162 1.72830 3.59276  0.398
H 1.91658 1.80515 1.47339  0.396
H 0.07253 -1.87597 2.29874  0.522

**Net charge**: +1
**DFT total energy**: -110507.03028 eV
**Largest force on an atom**: 3.63 eV Å⁻¹


Q: The lowest largest force on an atom belongs to which entry?
A: C14H23NO2